(1)
This record from the OMol25 dataset describes a 3-piece molecular cluster, C11H22NO8 overall. The level of theory is ωB97M-V/def2-TZVPD.

CARTESIAN COORDINATES (ANGSTROEM)
O1 -2.9726 -1.4368 -0.8863
C1 -2.7406 -1.6018 -2.1108
O2 -3.4807 -1.3551 -3.0825
C2 -1.3276 -2.1631 -2.4631
N1 -0.3919 -1.0710 -2.7518
C3 -0.2335 -0.1140 -1.7061
O3 -0.0297 -0.6680 -0.3979
O4 1.4060 -0.6708 -0.1531
H1 -0.9598 -2.8032 -1.6537
H2 -1.4384 -2.7453 -3.3780
H3 0.5209 -1.4343 -2.9965
H4 -1.1426 0.4813 -1.6117
H5 0.5914 0.5501 -1.9651
H6 1.4023 -1.1940 0.6557
O5 2.4391 1.6871 -1.8381
C4 2.3027 2.7574 -1.3239
O6 1.7607 3.7652 -2.0527
C5 1.3889 5.0147 -1.4724
C6 2.5567 5.9757 -1.3765
C7 2.7571 3.0106 0.0951
H7 0.9055 4.8624 -0.5063
H8 0.6307 5.4109 -2.1464
H9 3.3366 5.5944 -0.7170
H10 2.2219 6.9395 -0.9903
H11 2.9965 6.1276 -2.3624
H12 3.8249 3.2304 0.0784
H13 2.5997 2.0859 0.6453
H14 2.2391 3.8189 0.6041
O7 0.9205 -4.4447 3.0577
C8 -0.2057 -4.0179 2.9755
O8 -0.6769 -3.6357 1.7890
C9 -2.0589 -3.2491 1.5887
C10 -2.3033 -1.8063 1.9396
C11 -1.0595 -3.8503 4.2166
H15 -2.7094 -3.9383 2.1314
H16 -2.2432 -3.3812 0.5250
H17 -2.0996 -1.5946 2.9947
H18 -3.3325 -1.5414 1.7054
H19 -1.6618 -1.1796 1.3227
H20 -0.7950 -2.9012 4.6822
H21 -0.8090 -4.6552 4.9034
H22 -2.1290 -3.8594 4.0320

Properties
lowest unoccupied orbital energy	2.42	eV
total charge	-1
ΔE to the lowest compared entry with this formula, charge and spin	0.00	kcal per mole
HOMO-LUMO gap	6.620	eV
2S+1	1
total energy	-1088.977239	Eh
highest occupied orbital energy	-4.20	eV


(2)
This record from the OMol25 dataset describes an isolated ion of composition C11H22NOS and charge +1. The level of theory is ωB97M-V/def2-TZVPD.

CARTESIAN COORDINATES (ANGSTROEM)
C1 -3.6099 -0.7374 1.0088
C2 -3.4478 -0.8515 -0.4935
C3 -3.6745 -2.1913 -1.1026
C4 -2.9552 0.1668 -1.2206
S1 -2.8730 1.8074 -0.5213
C5 -1.5006 1.9946 0.5679
C6 -0.6184 1.3323 1.3300
C7 -0.1665 -0.0630 1.0863
O1 0.0985 -0.7539 2.2559
N1 1.0944 0.0306 0.1924
C8 2.2614 0.7607 0.6822
C9 3.4073 0.6383 -0.3988
C10 3.8354 -0.9033 -0.3954
C11 3.2536 1.4147 -1.6792
H1 -3.2956 -1.6158 1.3502
H2 -4.6089 -0.6657 1.2460
H3 -2.9846 0.1282 1.4792
H4 -3.6988 -2.2131 -2.1400
H5 -2.8929 -2.9356 -1.0001
H6 -4.4482 -2.7676 -0.7593
H7 -2.6462 0.1520 -2.1800
H8 -1.6061 3.1215 0.8209
H9 -0.0559 1.8483 1.9601
H10 -1.0028 -0.4687 0.5914
H11 0.0085 -0.4197 3.1312
H12 0.8740 0.3865 -0.6800
H13 1.2107 -0.9840 -0.0551
H14 2.6849 0.2493 1.5069
H15 1.8826 1.7188 0.7487
H16 4.3772 0.9556 -0.0654
H17 4.4613 -0.9613 -1.2216
H18 3.0169 -1.4669 -0.7637
H19 4.1809 -1.3190 0.5086
H20 4.1310 1.3500 -2.1684
H21 2.4154 0.9076 -2.2353
H22 2.8920 2.3545 -1.3864

Properties
lowest unoccupied orbital energy	-2.77	eV
structure (SMILES)	CC(C)=CS/C=C\[C@H](O)[NH2+]CC(C)C
total charge	+1
ΔE to the lowest compared entry with this formula, charge and spin	76.97	kcal per mole
HOMO-LUMO gap	9.184	eV
2S+1	1
total energy	-960.120193	Eh
highest occupied orbital energy	-11.96	eV


(3)
This record from the OMol25 dataset describes a 2-piece molecular cluster, C11H22NOS overall. The level of theory is ωB97M-V/def2-TZVPD.

CARTESIAN COORDINATES (ANGSTROEM)
C1 0.4694 0.7379 -3.3250
C2 -2.3558 0.6020 3.0007
C3 -2.8308 0.2175 1.5345
C4 -0.9245 1.1947 2.7086
C5 -1.8885 -0.7429 0.8963
C6 -0.0435 0.2082 2.0311
C7 -0.5346 -0.0719 0.6065
C8 2.2503 -1.1060 -1.8350
C9 0.0323 -2.3091 -0.2096
C10 2.9889 1.7689 -1.5667
C11 1.4070 -0.3663 -0.8740
N1 0.4207 -0.9211 -0.1988
O1 -0.1579 0.5265 -4.4014
S1 1.6683 1.3086 -0.5629
H1 -0.1018 0.6322 -2.4654
H2 -2.9788 1.3689 3.3291
H3 -2.2950 -0.2256 3.6949
H4 -3.8661 -0.1169 1.7570
H5 -3.1497 1.0480 0.8820
H6 -0.8704 2.0962 2.1062
H7 -0.5703 1.4166 3.7154
H8 -1.7706 -1.6553 1.5152
H9 -2.5184 -1.0250 0.0023
H10 1.0247 0.4992 2.1192
H11 -0.1458 -0.7218 2.5860
H12 -0.7364 0.9392 0.1768
H13 3.0907 -1.4029 -1.2918
H14 2.4858 -0.3654 -2.5874
H15 1.8051 -1.9773 -2.3574
H16 -0.9804 -2.6044 -0.5921
H17 0.7624 -2.9123 -0.8131
H18 0.0684 -2.7915 0.8714
H19 2.9767 2.8312 -1.2708
H20 2.8010 1.8070 -2.6538
H21 4.0307 1.4324 -1.3426
H22 0.4368 0.6803 -5.1854

Properties
lowest unoccupied orbital energy (alpha / beta)	-3.30 / -3.95	eV
⟨S²⟩	2.004
total charge	+1
ΔE to the lowest compared entry with this formula, charge and spin	0.00	kcal per mole
HOMO-LUMO gap (alpha / beta)	7.051 / 8.786	eV
2S+1	3
total energy	-960.059049	Eh
highest occupied orbital energy (alpha / beta)	-10.35 / -12.74	eV


(4)
This record from the OMol25 dataset describes one molecule with the formula C11H22O2. The level of theory is ωB97M-V/def2-TZVPD.

CARTESIAN COORDINATES (ANGSTROEM)
C1 -4.9327 -1.8846 0.2583
C2 -4.0707 -1.0001 -0.6346
C3 -3.1421 -0.1004 0.1786
C4 -2.3428 0.8484 -0.7110
C5 -1.3656 1.7242 0.0777
C6 -0.0850 0.9986 0.5011
C7 0.9018 0.8381 -0.6546
C8 2.1174 -0.0182 -0.2996
C9 3.0766 0.6679 0.6711
C10 4.2545 -0.2388 1.0283
C11 5.1426 -0.4931 -0.1632
O1 5.4824 0.3219 -0.9772
O2 5.5480 -1.7699 -0.2155
H1 -5.5629 -1.2757 0.9030
H2 -4.3095 -2.5161 0.8880
H3 -5.5749 -2.5254 -0.3414
H4 -4.7173 -0.3792 -1.2604
H5 -3.4724 -1.6277 -1.2998
H6 -3.7372 0.4859 0.8834
H7 -2.4627 -0.7256 0.7617
H8 -3.0421 1.4945 -1.2471
H9 -1.7982 0.2686 -1.4592
H10 -1.0872 2.5891 -0.5271
H11 -1.8774 2.0984 0.9676
H12 -0.3356 0.0151 0.9017
H13 0.3886 1.5697 1.3015
H14 0.3896 0.3708 -1.4984
H15 1.2396 1.8241 -0.9811
H16 2.6643 -0.2496 -1.2172
H17 1.7778 -0.9643 0.1317
H18 3.4611 1.5804 0.2135
H19 2.5515 0.9365 1.5888
H20 3.9134 -1.1968 1.4199
H21 4.8738 0.2446 1.7894
H22 6.1331 -1.9111 -0.9778

Properties
lowest unoccupied orbital energy	0.83	eV
structure (SMILES)	CCCCCCCCCCC(=O)O
total charge	0
ΔE to the lowest compared entry with this formula, charge and spin	2.80	kcal per mole
HOMO-LUMO gap	11.322	eV
2S+1	1
total energy	-582.841698	Eh
highest occupied orbital energy	-10.49	eV


(5)
This record from the OMol25 dataset describes C11H23BiF5NO3P2Te as an isolated structure. The level of theory is ωB97M-V/def2-TZVPD.

CARTESIAN COORDINATES (ANGSTROEM)
Bi1 -0.0160 -0.1137 0.8107
P1 -2.2717 0.3136 0.4191
C1 -2.1360 0.7035 -1.3414
C2 -0.8571 1.2330 -1.8320
N1 0.2333 0.9533 -1.0790
C3 1.4585 1.3469 -1.5076
C4 1.6298 2.0713 -2.6896
C5 0.4991 2.3786 -3.4538
C6 -0.7628 1.9519 -3.0251
C7 2.6341 0.9743 -0.6086
P2 2.2354 -0.5308 0.4763
H1 -1.6427 2.1686 -3.6119
H2 2.6126 2.3866 -3.0084
H3 0.6007 2.9352 -4.3741
H4 3.5296 0.7772 -1.1981
H5 2.8469 1.8223 0.0427
H6 -2.2843 -1.3291 -3.2061
H7 -3.0444 0.9689 -1.8617
H8 -0.7234 -3.7720 -1.7844
O1 -2.0631 -2.2762 -3.5223
H9 -2.7346 -2.5460 -4.2159
H10 -0.2929 -1.5302 1.2772
O2 -0.2019 -4.2173 -1.0071
H11 0.5474 -3.5992 -0.7662
C8 2.7757 -1.9328 -0.6603
H12 3.8113 -1.7952 -0.9713
H13 2.6938 -2.8904 -0.1449
H14 2.1486 -1.9597 -1.5521
C9 3.6068 -0.4631 1.7622
H15 3.5918 -1.3657 2.3732
H16 4.5811 -0.3831 1.2802
H17 3.4647 0.4003 2.4130
C10 -3.0446 1.7787 1.1965
H18 -4.0147 1.9910 0.7489
H19 -3.1866 1.6107 2.2637
H20 -2.4089 2.6553 1.0749
C11 -3.4315 -1.0934 0.5755
H21 -3.6406 -1.2932 1.6261
H22 -4.3753 -0.8786 0.0756
H23 -3.0082 -1.9999 0.1438
F1 0.6813 -1.1475 3.4482
Te1 0.0893 0.6593 4.1019
F2 2.0006 1.2409 4.1589
F3 -0.4725 2.4049 4.9067
F4 -1.8267 0.0519 4.0915
F5 0.2995 -0.1410 5.9413
O3 -0.1291 1.4810 2.2128

Properties
lowest unoccupied orbital energy	-10.33	eV
total charge	+2
ΔE to the lowest compared entry with this formula, charge and spin	130.74	kcal per mole
HOMO-LUMO gap	3.592	eV
2S+1	1
total energy	-2377.205281	Eh
highest occupied orbital energy	-13.92	eV